Record 1
Formula: C24H64F3N5O8
Source: OMol25
Level of theory: ωB97M-V/def2-TZVPD

Geometry as XYZ:
```
104
Properties=species:S:1:pos:R:3:forces:R:3:lowdin_charge:R:1
O 1.9004 -2.0906 0.0533 -1.111 -0.329 -0.744 0.1032
H 2.3323 -2.9917 0.0699 0.219 0.082 0.074 0.0630
H 2.2031 -1.5593 -0.7353 0.723 0.060 0.225 0.0711
H 2.0769 -1.5897 0.9394 1.060 0.180 0.903 0.0594
C 3.8265 -0.5100 2.3879 -0.109 -0.022 1.932 -0.4663
O 3.6617 0.8393 1.9662 0.071 -0.140 -0.283 -0.1013
O 2.7230 -1.2249 2.2562 -0.687 -0.198 -1.209 -0.1697
C 5.1145 -1.1585 1.8190 -0.386 -0.461 -0.251 -0.5344
F 6.2253 -0.7135 2.4293 0.118 0.255 -0.055 0.1322
F 5.0642 -2.4846 2.0708 0.231 0.096 -0.122 0.1209
F 5.3120 -1.0157 0.4900 -0.057 0.036 -0.007 0.1240
C 4.4441 1.7976 2.6694 -0.202 0.349 -0.850 -0.2598
C 4.1121 3.1604 2.0775 0.291 -0.301 0.214 -0.0696
H 4.6477 3.9130 2.6597 0.037 0.138 -0.272 0.0761
H 4.4354 3.1559 1.0362 0.000 0.302 0.011 0.0760
H 3.0502 3.3969 2.1142 -0.087 -0.154 0.078 0.0658
H 5.4964 1.5882 2.4591 0.092 0.109 0.476 0.1143
H 4.2355 1.7962 3.7433 0.040 -0.329 0.013 0.1236
H 4.0954 -0.4962 3.4715 0.112 0.330 -0.057 0.1565
C 1.3651 0.4853 -3.0058 0.202 -0.654 0.840 -0.0463
C 2.1151 0.8827 -1.7277 0.235 1.658 -1.479 -0.4188
C 1.1684 1.2619 -0.6070 0.281 -1.049 0.169 -0.2168
O 0.3060 2.2749 -1.0521 0.225 0.153 -0.378 -0.1610
C -0.3697 2.9186 -0.0170 -0.361 0.468 0.795 -0.1160
N 3.1340 -0.1140 -1.3565 -0.452 0.673 -0.062 0.0604
H 0.7389 -0.3763 -2.7497 -0.237 0.086 -0.391 0.0876
H 2.0628 0.1885 -3.7909 0.032 0.022 0.019 0.0642
H 0.7848 1.3319 -3.3580 -0.238 -0.120 0.022 0.0784
H 2.5986 1.8249 -2.0430 0.184 -0.014 0.425 0.1405
H 1.7408 1.6080 0.2598 0.062 -0.075 0.098 0.1101
H 0.6279 0.3414 -0.3253 -0.218 0.284 0.217 0.1280
H 0.2639 3.1043 0.8626 0.187 -0.265 -0.068 0.0806
H -1.2471 2.3585 0.3262 0.045 -0.039 -0.091 0.0806
H -0.6790 3.9196 -0.3213 -0.115 -0.177 -0.410 0.0899
H 3.7898 -0.0874 -2.1326 0.000 -0.538 0.017 0.0912
H 3.6746 0.2721 -0.5826 -0.155 -0.217 0.231 0.0729
C -0.1009 1.2360 4.6500 0.139 0.060 0.544 -0.0623
C -0.9682 0.5169 3.6281 -0.356 0.270 -0.145 -0.4125
C -2.1593 1.4113 3.2594 -0.267 -0.415 -0.384 -0.2177
O -3.3051 0.9897 3.9661 0.141 -0.249 0.636 -0.1839
C -4.3675 1.8922 3.9143 -0.078 0.570 -0.861 -0.1301
N -0.2777 0.1600 2.3804 0.884 0.409 0.288 0.0606
H -0.6487 1.4835 5.5653 -0.212 -0.151 -0.104 0.0817
H 0.2371 2.2021 4.2611 0.191 -0.155 -0.167 0.0742
H 0.7590 0.6440 4.9711 0.068 0.013 -0.220 0.0720
H -1.3865 -0.3953 4.0580 0.007 -0.010 0.015 0.1296
H -2.3676 1.2863 2.1888 0.112 0.161 -0.023 0.1126
H -1.9380 2.4688 3.4600 -0.041 0.010 0.049 0.1225
H -5.2637 1.4154 4.2998 0.080 0.009 0.285 0.0861
H -4.5863 2.1889 2.8741 0.008 -0.158 0.025 0.0874
H -4.1390 2.8345 4.4293 -0.072 -0.156 0.291 0.0870
H 0.2339 1.0045 2.1086 -0.286 -0.024 -0.316 0.0507
H 0.5302 -0.4318 2.5876 -0.133 -0.220 0.128 0.0396
C 3.8319 -2.6791 -4.1140 -0.623 -0.450 0.104 -0.0598
C 3.5448 -3.8835 -3.2135 -0.481 0.972 -0.155 -0.4210
C 4.4391 -5.0745 -3.4931 0.604 0.695 0.819 -0.2025
O 4.0658 -6.1511 -2.6461 -0.470 -0.049 -0.541 -0.2107
C 4.3994 -7.3990 -3.1876 0.678 -0.641 0.025 -0.1203
N 3.6174 -3.4257 -1.8007 -0.369 -0.967 -1.603 0.0645
H 3.0643 -1.9366 -3.8918 0.312 0.216 0.276 0.0511
H 3.6574 -2.8970 -5.1699 0.552 -0.167 -0.036 0.0792
H 4.8323 -2.3021 -3.8987 0.007 0.209 -0.327 0.0815
H 2.5042 -4.1673 -3.4110 0.054 -0.186 0.172 0.1441
H 5.4504 -4.7772 -3.1652 0.114 -0.040 -0.476 0.1353
H 4.4570 -5.3111 -4.5602 -0.154 -0.328 0.047 0.1284
H 5.4756 -7.4783 -3.4026 -0.036 0.179 -0.030 0.0908
H 3.8700 -7.6430 -4.1146 -0.179 0.206 0.044 0.0901
H 4.1982 -8.1795 -2.4535 -0.249 0.153 0.072 0.0839
H 3.4154 -4.2921 -1.3128 0.434 0.365 0.805 0.0292
H 4.5787 -3.1374 -1.6372 -0.016 -0.171 0.407 0.0867
C 0.1808 -3.3139 5.2500 0.669 -0.541 0.289 -0.0533
C 0.7480 -4.1543 4.0974 -0.639 0.600 0.173 -0.4029
C -0.1253 -5.3571 3.7996 -0.872 0.160 -0.426 -0.2135
O -0.6718 -5.9257 4.9756 0.722 -0.067 0.089 -0.1905
C -1.0631 -7.2550 4.8007 -0.226 -0.419 -0.178 -0.1286
N 0.8015 -3.3113 2.8711 0.779 -0.322 0.803 0.0485
H -0.7778 -2.8849 4.9587 -0.016 0.134 0.085 0.0784
H 0.9216 -2.5488 5.4912 -0.257 0.302 -0.147 0.0788
H 0.0535 -3.8967 6.1634 -0.174 -0.071 -0.109 0.0736
H 1.7548 -4.4826 4.3661 0.051 -0.011 -0.115 0.1411
H 0.4143 -6.0852 3.1789 0.084 -0.123 0.252 0.1075
H -0.9804 -5.0251 3.1886 0.172 0.097 -0.111 0.1321
H -1.7845 -7.3747 3.9801 -0.068 0.131 0.066 0.0885
H -1.5275 -7.5884 5.7265 -0.008 -0.005 0.005 0.0870
H -0.2213 -7.9205 4.5676 0.107 0.123 0.087 0.0864
H 0.0766 -2.6101 2.9991 -0.212 -0.111 -0.441 0.0576
H 1.6568 -2.7529 2.9595 -0.111 0.097 -0.240 0.0396
C 2.0493 -6.4633 -0.0346 0.702 -0.390 -0.483 -0.0401
C 2.9970 -5.8873 1.0347 -1.046 -0.007 -0.697 -0.3756
C 4.3420 -6.5767 1.0231 -0.206 0.548 -0.217 -0.2153
O 5.1275 -6.0356 2.0588 0.059 0.129 0.255 -0.1886
C 6.2488 -6.8372 2.3476 -0.057 -0.001 0.030 -0.1042
N 3.0968 -4.3944 0.9298 -0.157 -1.449 1.133 0.0592
H 2.0364 -5.9253 -0.9829 0.046 0.366 0.214 0.0598
H 1.0299 -6.5556 0.3312 -0.020 -0.024 -0.005 0.0717
H 2.4376 -7.4437 -0.3368 -0.385 -0.172 0.211 0.0725
H 2.4928 -6.1601 1.9701 0.432 0.194 0.259 0.1222
H 4.8458 -6.3894 0.0633 -0.042 -0.301 -0.088 0.1318
H 4.1506 -7.6459 1.1704 0.254 -0.060 -0.056 0.1301
H 6.8984 -6.3211 3.0510 -0.140 0.171 0.027 0.0882
H 6.8274 -7.0333 1.4386 -0.008 -0.194 0.017 0.0894
H 5.9056 -7.7664 2.8143 0.227 -0.173 -0.150 0.0894
H 2.4048 -4.1606 1.6468 0.176 0.822 -0.185 0.0508
H 4.0050 -4.1852 1.3449 -0.239 0.408 -0.023 0.0698
```
Positions in Å, forces in eV/Å.

Output
Frontier orbital gap in eV: 9.343
Molar mass in g/mol: 607.80
Total charge: 0
Largest force on an atom in eV/Å: 2.23



Record 2
Formula: C24H64O8
Source: OMol25
Level of theory: ωB97M-V/def2-TZVPD

Geometry as XYZ:
```
96
Properties=species:S:1:pos:R:3:forces:R:3:lowdin_charge:R:1
C -14.5188 14.6780 6.5069 0.416 0.741 0.323 -0.0378
C -14.5114 14.9342 8.0385 -0.441 -0.105 -1.236 -0.4908
C -14.6807 16.3965 8.3589 0.326 0.870 0.333 -0.0617
O -15.5605 14.2113 8.6469 -0.195 -0.645 0.407 -0.0612
H -14.5837 13.6227 6.2419 0.029 0.015 0.187 0.0594
H -13.6170 15.1100 6.0732 0.298 -0.219 -0.012 0.0805
H -15.3037 15.2422 6.0032 -0.463 -0.145 0.181 0.0648
H -13.5804 14.5299 8.4358 -0.055 0.100 0.217 0.1140
H -15.5885 16.8455 7.9561 -0.099 -0.292 -0.521 0.0820
H -13.8363 16.9833 7.9972 0.033 0.061 -0.075 0.0821
H -14.7864 16.6011 9.4243 0.332 -0.376 0.188 0.0805
H -16.3755 14.5283 8.2508 -0.224 0.023 -0.023 0.0791
C -10.9070 12.8258 9.8042 -0.569 -0.166 0.157 -0.0525
C -11.9114 11.6550 9.6158 0.353 1.238 -2.157 -0.4687
C -12.6917 11.7239 8.2720 -1.027 0.503 0.345 -0.0546
O -11.2196 10.4549 9.5295 0.724 -1.606 1.293 -0.0563
H -10.3709 12.7252 10.7479 -0.187 -0.027 0.134 0.0740
H -11.4181 13.7883 9.7850 -0.057 0.064 0.101 0.0654
H -10.1309 12.8659 9.0398 -0.161 -0.253 -0.333 0.0742
H -12.6023 11.6359 10.4586 0.108 -0.325 0.011 0.1381
H -13.6206 12.2925 8.3161 0.100 0.526 0.190 0.0473
H -13.0793 10.7470 7.9829 0.427 -0.314 0.223 0.0704
H -12.1141 12.1084 7.4315 0.289 0.052 0.115 0.0832
H -10.5869 10.4653 8.8075 -0.056 0.245 -0.096 0.0937
C -18.5955 13.4884 4.1518 -0.146 0.750 0.410 -0.0491
C -17.5078 14.4722 3.7526 0.274 -0.172 -1.601 -0.4963
C -17.4398 14.6235 2.2019 -0.111 -0.083 0.847 -0.0377
O -17.6045 15.7424 4.3460 -0.186 0.441 0.764 -0.0507
H -18.7379 13.4715 5.2323 0.352 -0.244 0.132 0.0687
H -18.3765 12.4932 3.7648 -0.146 0.041 0.003 0.0676
H -19.5445 13.8790 3.7843 -0.149 -0.267 -0.367 0.0801
H -16.5239 14.1242 4.0674 0.010 -0.245 0.133 0.1135
H -16.8608 15.5206 1.9830 0.404 -0.311 -0.191 0.0801
H -18.4110 14.7798 1.7323 -0.301 -0.068 0.242 0.0762
H -17.0302 13.7045 1.7826 0.230 0.200 -0.200 0.0556
H -18.2350 16.2996 3.8838 -0.171 -0.109 -0.114 0.0887
C -15.8299 8.4291 6.1943 -0.768 -0.119 0.365 -0.0298
C -16.2736 9.4788 5.1682 0.257 1.218 0.686 -0.4377
C -15.9953 10.9515 5.6503 0.719 -0.858 1.055 -0.0196
O -15.5541 9.2631 4.0008 1.623 -0.509 -0.771 -0.0875
H -14.7530 8.4095 6.3617 0.050 0.323 -0.215 0.0936
H -16.1250 7.4124 5.9346 0.009 0.035 -0.543 0.0559
H -16.3073 8.5413 7.1677 -0.046 0.485 0.047 0.0643
H -17.2817 9.3658 4.7693 -0.809 -0.001 1.272 0.1359
H -14.9554 11.0711 5.9543 0.536 -0.667 -0.183 0.0671
H -16.4529 11.1490 6.6196 -0.713 0.290 -0.345 0.0532
H -16.0643 11.7769 4.9416 -0.929 -0.285 -0.272 0.0594
H -15.7761 10.0258 3.4618 0.065 -0.007 -0.798 0.0333
C -15.2353 5.7569 3.1609 -0.739 -0.644 -0.298 -0.0600
C -14.2359 5.8577 4.2770 0.590 -0.175 -0.592 -0.5083
C -13.1691 4.7572 4.1751 0.248 -0.057 0.237 -0.0497
O -13.6083 7.1163 4.1976 0.869 -0.013 0.222 -0.0517
H -14.7657 5.6045 2.1891 0.177 0.114 0.009 0.0847
H -15.8765 6.6362 3.0994 0.038 0.106 0.093 0.0673
H -15.8786 4.8964 3.3450 -0.165 -0.125 -0.105 0.0802
H -14.7625 5.8027 5.2297 -0.040 -0.339 0.260 0.1006
H -12.4626 4.8879 3.3554 -0.209 0.551 -0.225 0.0781
H -13.5769 3.7622 3.9965 -0.401 0.044 0.246 0.0757
H -12.5425 4.7034 5.0654 -0.149 0.065 0.182 0.0731
H -14.3026 7.7785 4.2314 -0.107 0.477 -0.200 0.0229
C -14.5669 11.4327 1.5270 0.035 0.361 -0.542 -0.0466
C -15.9308 11.0079 1.0086 1.785 -0.540 -1.055 -0.5066
C -15.7766 9.6821 0.2218 -0.538 0.602 0.805 -0.0290
O -16.7476 10.8502 2.1167 -1.109 -0.006 1.131 -0.0653
H -14.0549 10.6624 2.1037 -0.206 -0.112 0.070 0.0871
H -14.6396 12.3469 2.1160 0.045 0.016 0.053 0.0785
H -13.9631 11.6307 0.6413 0.235 0.179 0.119 0.0848
H -16.3224 11.7991 0.3692 -0.095 0.089 -0.205 0.1277
H -16.7305 9.4581 -0.2556 0.111 -0.203 -0.300 0.0776
H -15.5778 8.9169 0.9721 0.101 -0.197 -0.078 0.0793
H -14.9507 9.6996 -0.4894 -0.227 0.106 -0.073 0.0844
H -17.5083 10.3072 1.8973 -0.172 -0.071 -0.054 0.1133
C -15.1523 4.5471 8.2856 -0.738 0.062 -0.190 -0.0397
C -16.6472 4.3431 8.5850 -0.470 2.122 -1.074 -0.5001
C -17.5645 5.2950 7.7309 1.273 0.897 0.406 -0.0476
O -17.0042 3.0564 8.2542 -0.053 -1.796 0.090 -0.0380
H -14.9459 4.3673 7.2306 -0.177 -0.102 -0.123 0.0649
H -14.5250 3.8533 8.8452 -0.084 0.194 0.220 0.0795
H -14.8911 5.5891 8.4703 0.182 -0.070 0.260 0.0800
H -16.8664 4.5833 9.6254 0.195 -0.204 0.368 0.1273
H -18.6265 5.0525 7.6940 0.145 -0.496 0.026 0.0736
H -17.1454 5.4227 6.7328 -0.235 -0.510 -0.277 0.0572
H -17.5283 6.3153 8.1128 0.038 0.143 0.364 0.0603
H -17.9216 2.9468 8.5149 -0.073 -0.243 -0.088 0.0916
C -18.1620 10.5616 8.6282 -0.844 0.863 -0.049 -0.0621
C -18.5485 12.0166 9.0166 0.155 -1.465 -0.099 -0.4827
C -19.9849 12.3030 8.5794 0.254 0.757 0.490 -0.0527
O -18.4653 12.1168 10.4298 -0.307 0.343 0.274 -0.0499
H -18.3508 10.4562 7.5599 0.187 -0.361 -0.046 0.0641
H -18.8799 9.9591 9.1847 0.046 -0.291 -0.125 0.0818
H -17.1602 10.2267 8.8970 0.099 0.332 -0.066 0.0725
H -17.8642 12.7548 8.5985 -0.003 0.006 -0.391 0.1116
H -20.7390 11.6393 9.0025 0.311 -0.344 0.052 0.0825
H -20.1037 12.3255 7.4961 0.156 -0.050 0.007 0.0712
H -20.2218 13.2890 8.9790 -0.167 0.166 -0.187 0.0783
H -17.5308 12.1317 10.6490 0.084 0.019 0.152 0.0885
```
Positions in Å, forces in eV/Å.

Output
Frontier orbital gap in eV: 9.976
SMILES string: CC(C)O.CC(C)O.CC(C)O.CC(C)O.CC(C)O.CC(C)O.CC(C)O.CC(C)O
Molar mass in g/mol: 480.77
Total charge: 0
Largest force on an atom in eV/Å: 2.51



Number 1: electronic energy -57906.2122 eV. Number 2: electronic energy -42304.5466 eV.